No. 1
Entry from OMol25: a molecular structure, C37H43F3N4O5SScSe (ωB97M-V/def2-TZVPD).

Last column: Mulliken charge in e.
Positions of all 95 atoms, in Å:
Se 0.6938 2.0812 1.1920  -0.307
Sc -0.0207 -1.1481 0.6366  -0.898
S 1.9560 -3.6489 1.3318  -0.020
F 1.1386 -5.4647 -7.9603  -0.268
F 2.8920 -4.2152 -8.1725  -0.281
F 0.9291 -3.4094 -8.5713  -0.257
O -7.1228 -0.9080 0.7157  -0.725
O -0.3284 0.3259 -0.9183  0.515
O -6.8014 1.2893 0.2285  -0.732
O -2.9354 -3.5888 2.1652  -0.696
O -1.1159 -2.7405 1.1567  -0.353
N -0.5626 1.9871 -2.3321  0.100
N -2.1800 -0.3915 1.0117  1.150
N 2.3932 -0.6266 1.2102  0.598
N 0.4666 -1.3477 3.0258  0.429
C -1.4359 2.1439 3.5735  -0.825
C -2.6956 0.8038 0.6775  -0.490
C 0.8700 -2.0889 -1.1693  -0.536
C -2.4181 2.3739 -3.9640  -0.552
C 1.6163 -4.2263 -7.7487  0.920
C 1.4911 -3.8109 -6.3119  0.256
C 0.5845 -2.7175 3.5589  -0.847
C 0.3295 -4.1068 -5.6092  -0.921
C 2.3682 -2.6884 -4.3776  -0.525
C -1.6706 -0.2010 -2.8104  -0.313
C 3.4079 -1.3781 0.4803  -0.837
C 2.5091 -3.1041 -5.6936  -0.743
C -0.1646 3.8226 4.9182  -1.066
C -2.3722 -2.7032 1.5699  -0.011
C 1.4708 -0.3942 3.5179  0.168
C -1.5673 -0.0054 -4.3237  -0.838
C -3.0406 -1.3975 1.2438  0.707
C 2.7098 -0.3691 2.6217  -1.171
C -2.4599 1.1225 -4.8432  -0.835
C -0.8081 0.7161 -1.9912  -0.278
C -1.0129 2.7386 -3.5049  -0.744
C -4.4067 -1.2709 1.1335  -0.871
C 1.8792 3.9688 3.0499  0.690
C 3.5249 -2.8230 0.9721  -0.805
C 0.7887 3.1060 2.8070  0.013
C -6.4529 0.1221 0.5049  0.464
C 3.0389 4.1009 2.0907  -1.827
C -0.2344 3.0328 3.7700  1.124
C 0.9373 5.5622 6.3867  -1.526
C -4.0543 1.0004 0.5275  -1.669
C 0.8895 4.6948 5.1537  0.737
C 1.0478 -2.5179 -2.2989  0.224
C 1.9012 4.7480 4.2053  -0.793
C -4.9405 -0.0510 0.7353  0.020
C 1.8398 -3.4524 3.1317  -0.742
C 1.2068 -2.9735 -3.6554  0.642
C 0.1877 -3.6943 -4.2947  -0.264
H -4.4605 1.9632 0.2445  0.582
H -2.0327 2.0940 4.4855  0.388
H 4.1520 -2.9100 1.8616  0.453
H -0.9816 3.7837 -3.2054  0.437
H 3.1298 3.2248 1.4531  0.243
H -0.7120 -3.9310 -3.7395  0.544
H 0.1134 5.3307 7.0632  0.331
H -1.1509 1.1325 3.2780  -0.230
H 1.8713 5.4256 6.9378  0.339
H 0.5478 -2.6986 4.6539  0.498
H 2.2628 0.2927 0.7843  0.035
H -0.4644 -4.6643 -6.0910  0.388
H 4.3956 -0.9059 0.5441  0.525
H 3.4326 -1.1144 2.9522  0.485
H 3.1610 -2.1321 -3.8940  0.482
H 3.4156 -2.8786 -6.2392  0.420
H -1.3621 -1.2030 -2.5216  0.218
H 2.9054 4.9625 1.4285  0.334
H -1.9725 1.6001 0.5412  1.017
H 1.7950 -4.4479 3.5748  0.618
H -0.9692 3.7528 5.6465  0.262
H 3.1863 0.6086 2.7281  0.354
H 4.0091 -3.4178 0.1958  0.457
H -5.0594 -2.1126 1.3179  0.620
H -0.5213 0.1782 -4.5914  0.323
H -3.0471 2.2471 -3.0784  0.230
H -0.2804 -3.2706 3.2038  0.315
H -0.0051 2.4701 -1.6348  0.120
H -2.7020 -0.0729 -2.4597  0.376
H -2.1572 1.3794 -5.8618  0.382
H 2.7506 5.4092 4.3701  0.387
H 1.7560 -0.6274 4.5502  0.377
H 0.8659 6.6217 6.1283  0.317
H 2.7519 -2.9845 3.5006  0.259
H -0.3021 2.6204 -4.3280  0.282
H 1.0199 0.5932 3.5029  -0.652
H -2.0745 2.5138 2.7664  0.309
H -2.8349 3.2198 -4.5130  0.427
H 3.1039 -1.3895 -0.5606  0.222
H -0.4454 -1.0173 3.3312  0.139
H 3.9707 4.2503 2.6414  0.442
H -1.8349 -0.9413 -4.8164  0.422
H -3.4929 0.7685 -4.9037  0.328

As for the frontier orbital gap: 6.9 eV. As for the net charge: -1. The calculation puts the relative energy (zero: lowest compared OMol25 entry of this formula, charge and spin) at 12.6 kcal/mol. As for the electronic energy: -5891.172032 hartree. The calculation puts the HOMO energy at -5.0024 eV.

***

No. 2
Entry from OMol25: a molecular structure, C37H43N4PSV (ωB97M-V/def2-TZVPD).

Last column: Mulliken spin population.
Positions of all 87 atoms, in Å:
V -1.0540 0.1010 -0.5541  2.814
S -1.0439 0.9734 -2.9494  -0.033
P -0.2582 2.1937 0.6647  0.120
N -3.2929 -0.0255 -0.5516  -0.116
N -1.6398 -0.7990 1.3616  -0.079
N 1.0254 -0.3535 -0.2263  -0.104
N -1.1980 -1.4728 -2.0527  0.026
C -3.8401 -0.7524 0.4356  0.011
C -1.0770 -2.7609 -4.4859  0.011
C 0.9041 -3.0973 0.7680  0.047
C 0.1779 3.7087 -0.3245  -0.005
C -1.1746 -3.4982 -3.3065  -0.006
C 3.1232 -0.0463 0.9764  0.015
C -5.3941 -0.0360 -1.6864  -0.009
C -1.1737 -1.3603 3.6343  -0.008
C -0.6140 3.3632 3.3297  -0.002
C 1.5736 -2.7384 -0.5278  -0.038
C -2.5113 -1.6502 3.8489  0.024
C -1.2292 -2.8071 -2.1173  0.047
C 2.3746 -1.1242 -2.1266  -0.009
C -5.1638 -1.1685 0.3964  -0.006
C 3.3584 -4.6026 -3.3331  -0.001
C 2.1721 2.2541 2.1400  -0.009
C -0.7811 -0.9411 2.3763  0.084
C 1.2204 3.3564 -1.3804  0.002
C 2.1160 -3.7563 -1.3073  0.004
C 2.5821 0.2927 -2.5771  0.011
C 3.4464 1.8372 2.4709  0.011
C 3.8999 0.6640 1.8592  0.000
C 2.8995 -2.1662 -2.8811  0.003
C -5.9528 -0.8052 -0.6806  0.020
C 1.3330 1.5569 1.2600  -0.015
C -3.4074 -1.4906 2.8065  -0.011
C -1.3010 2.9557 2.0283  -0.023
C -1.1041 -0.7480 -3.1858  0.034
C -2.9390 -1.0539 1.5741  0.081
C -1.0441 -1.3861 -4.4330  -0.006
C 2.7710 -3.4950 -2.4997  0.000
C 4.3131 2.6068 3.4316  0.000
C -4.0617 0.3250 -1.5862  0.049
C 1.8028 0.3597 0.6318  0.015
C -2.5305 2.1093 2.3569  0.054
C 0.6483 4.9195 0.4789  0.000
C 1.6646 -1.4055 -0.9475  0.010
H 0.9971 -4.1661 0.9637  0.000
H 3.8055 3.5081 3.7778  0.000
H 5.2535 2.9140 2.9684  0.001
H -6.9860 -1.1224 -0.7320  0.001
H -1.2896 -3.3292 -1.1695  -0.005
H -4.4602 -1.6743 2.9617  0.000
H 3.5233 -0.9428 0.5199  0.004
H 2.1692 3.1002 -0.9034  0.001
H -3.2322 2.6995 2.9522  0.002
H -1.6717 3.8622 1.5370  0.001
H 2.0191 -4.7830 -0.9663  0.000
H 4.4305 -4.7088 -3.1509  0.000
H 1.5898 4.7036 0.9870  0.001
H -3.0433 1.7765 1.4542  -0.004
H -1.3620 3.7489 4.0276  0.000
H -3.5624 0.8979 -2.3582  -0.008
H 0.1338 4.1411 3.1889  0.000
H 3.2807 0.3270 -3.4138  0.000
H -2.2605 1.2340 2.9498  -0.002
H 3.4280 -1.9263 -3.7991  0.000
H 0.2479 -0.6995 2.1535  -0.018
H 0.9067 2.5128 -1.9904  0.003
H 2.9824 0.9071 -1.7692  -0.001
H -1.0216 -3.2672 -5.4418  0.001
H -0.7625 3.9617 -0.8292  0.005
H -0.9603 -0.7821 -5.3253  -0.001
H -0.0783 5.2557 1.2187  0.000
H 2.8887 -5.5596 -3.1041  0.000
H -0.1282 2.5063 3.8000  0.001
H -0.4401 -1.4507 4.4228  0.000
H 1.8161 3.1729 2.5845  0.000
H 1.3565 -2.5600 1.6043  -0.003
H 4.8989 0.3016 2.0828  0.000
H -0.1574 -2.8439 0.7558  0.011
H -2.8582 -1.9798 4.8194  0.001
H -5.9691 0.2752 -2.5470  -0.001
H 0.8330 5.7544 -0.2013  0.000
H 3.2264 -4.4063 -4.3980  0.000
H -1.1897 -4.5785 -3.3110  0.000
H 1.3910 4.2131 -2.0366  0.000
H 1.6392 0.7392 -2.8930  -0.004
H 4.5661 2.0118 4.3125  0.001
H -5.5702 -1.7805 1.1882  0.000

As for the frontier orbital gap (alpha / beta): 5.6 / 5.9 eV. As for the net charge: 0. The calculation puts the relative energy (zero: lowest compared OMol25 entry of this formula, charge and spin) at 1.5 kcal/mol. As for the electronic energy: -3338.427068 hartree. The spin multiplicity is 4. As for the expectation value of S²: 3.765. The calculation puts the HOMO energy (alpha / beta) at -6.0003 / -6.4391 eV.

***

No. 3
Entry from OMol25: a molecular structure, C37H44BrCaF5N3O2Si2 (ωB97M-V/def2-TZVPD).

Last column: Mulliken charge in e.
Positions of all 95 atoms, in Å:
Br 1.6925 -6.0418 -4.1029  -0.276
Ca -0.7368 -0.2969 -0.5794  1.666
Si 2.8923 0.8458 0.0028  0.247
Si 1.8143 2.2792 -2.5709  0.137
F -5.9183 -3.2732 2.4841  -0.350
F -3.4266 -4.2110 3.0354  -0.352
F -1.2991 -3.1947 1.8094  -0.494
F -6.2231 -1.2212 0.7123  -0.358
F -4.0747 -0.0632 -0.3988  -0.328
O -2.4218 -0.7033 -3.0448  0.230
O -2.4415 1.7871 -1.6380  0.523
N -0.2908 1.8735 0.7424  1.014
N 1.3830 -2.0487 1.8288  0.848
N -0.5582 -0.8886 3.3120  0.420
C 0.8442 -4.5436 -1.8094  -0.781
C 1.4439 1.5779 -0.8999  1.705
C -4.8465 -2.7224 1.8986  0.956
C 1.8567 -1.7668 5.9751  -0.954
C 0.2387 3.1700 -3.1829  -0.440
C 2.2750 0.8515 -3.7399  -0.862
C 2.6345 0.9766 1.8810  -0.596
C -4.9894 -1.6779 1.0088  -0.158
C -3.1850 1.5769 -2.8184  -0.859
C 0.9576 3.8248 0.1662  -0.715
C 2.6660 -2.4855 3.8144  -0.700
C 0.8311 -3.3169 -3.8744  -0.593
C -0.9509 2.6058 1.6415  -1.098
C 3.3498 -0.9119 -0.5593  -0.659
C 0.6875 2.4450 -0.0002  -0.981
C 0.7012 -1.2395 5.3598  0.565
C 3.1908 3.5745 -2.8894  -1.262
C -3.0352 2.7265 -0.7714  -0.594
C 4.5226 1.8233 -0.2358  -1.344
C -0.7017 3.9401 1.8837  -0.794
C -1.5202 -0.3541 4.0154  -0.199
C -3.5607 -1.4995 -3.2741  -0.968
C 0.2831 4.5603 1.1113  -0.892
C 0.1184 -2.1783 -1.7986  0.118
C -1.4505 -0.1697 5.4099  -1.215
C -0.3424 -0.6126 6.0760  -0.741
C 0.3647 -2.2027 -3.1816  -0.472
C -2.4898 -2.6156 1.5345  -0.654
C 1.5590 -1.9638 3.1659  0.171
C -2.5561 -1.5414 0.6635  0.675
C 0.3710 -3.4051 -1.1583  0.026
C -3.8523 -1.1217 0.4463  -0.311
C -3.5757 -3.1947 2.1694  -0.044
C 0.5417 -1.3357 3.9551  0.618
C 1.0671 -4.4809 -3.1694  -0.033
C -2.4207 0.5653 -3.6436  -0.292
C 2.8093 -2.3788 5.2035  -0.692
H -4.0133 2.3790 -0.4205  0.301
H -3.7192 -1.6523 -4.3487  0.306
H 3.3045 0.3304 2.4514  0.451
H -4.4653 -1.0651 -2.8364  0.307
H 4.3503 2.8963 -0.1112  0.357
H 2.0754 -0.1103 -3.2676  -0.089
H 4.0129 -0.8547 -1.4266  0.356
H -3.3657 -2.4598 -2.8010  0.207
H 3.6931 -2.7953 5.6710  0.384
H -4.1927 1.2100 -2.5817  0.365
H 3.4253 -2.9826 3.2216  0.437
H -3.2892 2.5137 -3.3851  0.417
H 0.5223 5.6048 1.2763  0.422
H -0.6416 2.7582 -2.6888  -0.525
H -2.4120 -0.0602 3.4686  0.544
H 3.3407 0.8853 -3.9827  0.365
H 1.7196 0.8884 -4.6805  0.326
H 2.4728 -1.4873 -0.8571  -0.182
H 2.8231 2.0098 2.1890  0.361
H 1.0032 -3.2778 -4.9434  0.410
H 1.6106 0.7392 2.1704  -0.232
H 2.0786 -2.4608 1.2360  0.220
H 4.9356 1.6654 -1.2358  0.248
H 3.1727 3.9091 -3.9300  0.371
H -3.1652 3.6913 -1.2778  0.313
H 3.8855 -1.4560 0.2244  0.379
H 0.6133 -1.5594 1.3987  -0.947
H 0.2723 4.2376 -2.9499  0.328
H -2.2651 0.3135 5.9329  0.425
H -0.2483 -0.4961 7.1495  0.385
H 1.0327 -5.4574 -1.2587  0.425
H -1.2464 4.4793 2.6462  0.412
H -2.8164 0.5306 -4.6672  0.536
H -1.3747 0.8806 -3.6687  -0.244
H 0.1823 -1.3088 -3.7734  0.243
H 0.1099 3.0704 -4.2645  0.487
H 3.0725 4.4610 -2.2594  0.355
H 4.1808 3.1590 -2.6890  0.332
H 1.9662 -1.6927 7.0503  0.366
H 5.2804 1.5220 0.4923  0.345
H 1.7512 4.2679 -0.4213  0.226
H 0.1875 -3.5076 -0.0921  0.331
H -1.7234 2.0877 2.1985  0.391
H -2.3649 2.8516 0.0761  -0.067

As for the frontier orbital gap: 7.1 eV. As for the net charge: -1. The calculation puts the relative energy (zero: lowest compared OMol25 entry of this formula, charge and spin) at 24.9 kcal/mol. As for the electronic energy: -6081.097523 hartree. The calculation puts the HOMO energy at -4.6838 eV.

***

The highest electronic energy belongs to which entry?
C37H43N4PSV

***

What is the relative energy (zero: lowest compared OMol25 entry of this formula, charge and spin) in the third record?
24.9 kcal/mol

***

What is the relative energy (zero: lowest compared OMol25 entry of this formula, charge and spin) in the third record?
24.9 kcal/mol